{"formula": "C32H46N2O24", "method": "ωB97M-V/def2-TZVPD", "e_lumo_ev": -0.1, "smiles": "O=C1OCCO1.O=C1OCCO1.O=C1OCCO1.O=C1OCCO1.O=C1OCCO1.O=C1OCCO1.O=C1OCCO1.O=C1OCCO1.CCCC#N.CCCC#N", "charge": 0, "orbital_gap_ev": 9.99, "spin_multiplicity": 1, "e_homo_ev": -10.14, "total_energy_ev": -86049.1954, "species": ["O", "C", "O", "C", "C", "O", "H", "H", "H", "H", "O", "C", "O", "C", "C", "O", "H", "H", "H", "H", "O", "C", "O", "C", "C", "O", "H", "H", "H", "H", "O", "C", "O", "C", "C", "O", "H", "H", "H", "H", "O", "C", "O", "C", "C", "O", "H", "H", "H", "H", "O", "C", "O", "C", "C", "O", "H", "H", "H", "H", "O", "C", "O", "C", "C", "O", "H", "H", "H", "H", "O", "C", "O", "C", "C", "O", "H", "H", "H", "H", "C", "C", "C", "C", "N", "H", "H", "H", "H", "H", "H", "H", "C", "C", "C", "C", "N", "H", "H", "H", "H", "H", "H", "H"], "coordinates": [[-3.96073, -0.23822, 4.29790], [-2.80623, 0.06697, 4.28942], [-1.79086, -0.82681, 4.17962], [-0.57481, -0.15382, 4.49674], [-0.89852, 1.32908, 4.34631], [-2.33756, 1.30789, 4.44759], [-0.38267, -0.35886, 5.55094], [0.24432, -0.42673, 3.83712], [-0.58274, 1.71767, 3.38576], [-0.48145, 1.84150, 5.20869], [-0.92653, 3.30090, -2.88478], [-1.96982, 3.46097, -2.36434], [-2.27482, 4.52050, -1.56726], [-3.66161, 4.60127, -1.29001], [-4.13637, 3.18290, -1.63547], [-3.06245, 2.66433, -2.42160], [-3.79315, 4.87571, -0.24656], [-4.02114, 5.39719, -1.94447], [-5.05468, 3.12632, -2.21810], [-4.44172, 2.67617, -0.71830], [1.31132, 0.67205, -3.64528], [0.70046, -0.14953, -4.24123], [1.05922, -0.62322, -5.43710], [0.05668, -1.37506, -6.05935], [-0.91859, -1.61728, -4.89257], [-0.47457, -0.70206, -3.87836], [-0.33582, -0.96734, -6.99277], [0.45285, -2.33076, -6.41605], [-0.79697, -2.61624, -4.48101], [-1.94971, -1.41357, -5.16662], [-4.01782, -1.19164, -0.29107], [-4.67537, -0.63611, 0.53062], [-5.75735, -1.21443, 1.12919], [-6.28118, -0.34488, 2.10825], [-5.57413, 0.98954, 1.87983], [-4.56570, 0.63752, 0.92113], [-7.36550, -0.30920, 1.96596], [-6.16911, -0.68527, 3.13830], [-5.13036, 1.18647, 2.85313], [-6.23123, 1.74593, 1.46215], [1.45462, 2.21750, 2.44196], [1.20795, 3.39030, 2.38097], [-0.05602, 3.83241, 2.27683], [-0.00189, 5.24435, 2.07916], [1.45867, 5.65992, 2.30494], [2.11743, 4.35757, 2.33860], [-0.32122, 5.50715, 1.07115], [-0.68134, 5.70963, 2.79420], [1.63541, 6.19534, 3.22907], [1.73508, 6.13755, 1.37062], [7.98203, -1.79928, -2.35019], [6.95410, -1.26973, -2.62428], [5.78624, -1.92920, -2.53832], [4.69821, -1.02148, -2.64711], [5.34185, 0.20260, -3.32869], [6.73421, -0.01895, -3.04236], [3.87841, -1.31931, -3.30513], [4.23623, -0.96350, -1.66370], [5.02465, 1.14500, -2.89781], [5.26120, 0.10405, -4.40782], [5.76974, 4.34346, -1.72352], [4.77008, 3.76479, -1.44381], [4.63390, 2.80355, -0.51855], [3.21946, 2.60063, -0.30824], [2.60053, 3.13638, -1.60256], [3.55896, 4.12235, -1.94298], [2.87168, 1.56712, -0.24830], [3.01114, 3.11302, 0.63000], [1.62840, 3.61626, -1.51318], [2.57991, 2.30381, -2.31111], [6.12643, -5.61672, 1.49856], [5.11919, -5.34072, 0.95311], [4.96362, -4.28594, 0.15598], [3.63681, -4.05825, -0.22143], [2.92942, -5.34834, 0.31086], [3.96478, -6.06351, 0.98736], [3.25560, -3.15563, 0.25570], [3.43342, -3.99187, -1.28935], [2.53252, -5.90855, -0.52947], [2.21161, -5.05666, 1.07433], [-2.46084, -5.49014, 0.84064], [-2.49409, -4.96758, 2.27068], [-2.24436, -3.45433, 2.36779], [-0.82907, -3.10901, 2.53008], [0.28218, -2.86918, 2.67780], [-3.07537, -6.39431, 0.76975], [-1.47301, -5.83445, 0.53100], [-2.92814, -4.83462, 0.10527], [-1.82612, -5.52981, 2.92495], [-3.47931, -5.20360, 2.67903], [-2.87191, -3.04950, 3.16151], [-2.64457, -3.01219, 1.45217], [-0.80401, 1.28159, 0.40266], [-1.04343, -0.21190, 0.80806], [-0.79682, -1.16677, -0.36642], [0.59143, -1.12220, -0.85089], [1.67870, -1.10474, -1.22009], [-1.54815, 1.94034, 0.84333], [-1.02592, 1.29173, -0.67179], [0.24007, 1.56313, 0.48137], [-2.12758, -0.24479, 0.91905], [-0.49160, -0.41805, 1.71693], [-1.40791, -0.89268, -1.22602], [-0.90675, -2.21388, -0.07869]]}